Density functional theory data (wB97M-V/def2-TZVPD) for a cluster of 9 separate species, C37H46N6O9 in total at a distorted geometry.

```
98
Properties=species:S:1:pos:R:3:lowdin_charge:R:1
O 0.50 -7.76 1.64 0.186
C 0.92 -8.60 0.94 -0.626
O 1.70 -8.35 -0.08 0.107
C 2.21 -9.53 -0.62 -0.143
C 1.59 -10.66 0.14 -0.120
O 0.86 -9.93 1.12 0.070
H 2.03 -9.68 -1.68 0.134
H 3.28 -9.64 -0.46 0.130
H 2.35 -11.23 0.68 0.131
H 1.02 -11.30 -0.53 0.131
O -3.70 9.57 3.20 0.123
C -4.54 8.75 2.84 -0.643
O -5.76 9.14 2.57 0.083
C -6.57 8.02 2.31 -0.125
C -5.57 6.95 2.02 -0.072
O -4.48 7.46 2.83 0.080
H -7.28 7.90 3.13 0.144
H -7.01 8.14 1.32 0.132
H -5.24 6.90 0.98 0.137
H -5.64 5.96 2.46 0.141
O -1.05 -7.20 -6.00 0.121
C -0.93 -5.97 -6.00 -0.527
O -1.91 -5.08 -5.96 0.093
C -1.32 -3.79 -5.96 -0.126
C 0.20 -3.99 -6.10 -0.119
O 0.33 -5.42 -6.08 0.056
H -1.49 -3.29 -6.92 0.122
H -1.54 -3.08 -5.16 0.132
H 0.65 -3.50 -5.23 0.124
H 0.53 -3.53 -7.03 0.126
C 10.01 -9.51 1.87 -0.060
C 8.87 -8.64 1.54 -0.078
C 8.20 -8.03 2.55 -0.140
N 8.55 -8.32 3.88 0.048
C 9.60 -9.11 4.16 -0.156
C 10.32 -9.80 3.18 -0.090
H 10.51 -10.03 1.07 0.092
H 8.61 -8.38 0.52 0.090
H 7.42 -7.40 2.16 0.096
H 9.74 -9.30 5.21 0.098
H 11.07 -10.53 3.43 0.099
C -2.68 -4.21 8.17 -0.034
C -2.66 -3.46 6.92 -0.058
C -3.84 -3.31 6.22 -0.185
N -5.05 -3.58 6.72 0.063
C -5.02 -4.23 7.96 -0.163
C -3.95 -4.67 8.64 -0.098
H -1.76 -4.53 8.65 0.090
H -1.71 -3.08 6.58 0.090
H -3.91 -2.65 5.36 0.100
H -5.91 -4.49 8.51 0.095
H -4.07 -5.29 9.52 0.099
C -7.93 5.03 -3.81 -0.109
C -8.96 5.89 -4.05 -0.100
C -10.18 5.58 -3.55 -0.154
N -10.51 4.47 -2.81 0.055
C -9.48 3.63 -2.57 -0.124
C -8.17 3.87 -3.10 -0.068
H -6.94 5.10 -4.22 0.105
H -8.80 6.74 -4.70 0.106
H -11.06 6.19 -3.72 0.100
H -9.72 2.63 -2.23 0.095
H -7.30 3.26 -2.96 0.094
C 3.23 6.45 1.99 -0.088
C 2.87 6.00 3.27 -0.060
C 3.95 5.58 4.10 -0.136
N 5.27 5.80 3.82 0.044
C 5.54 6.38 2.61 -0.149
C 4.57 6.74 1.68 -0.084
H 2.50 6.69 1.23 0.096
H 1.83 5.96 3.54 0.095
H 3.76 4.99 4.99 0.093
H 6.59 6.62 2.46 0.094
H 4.82 7.27 0.77 0.094
C 1.91 -1.23 0.09 -0.117
C 2.09 0.27 -0.13 -0.233
C 1.00 0.85 -1.10 -0.193
C -0.29 0.78 -0.45 -0.257
N -1.30 0.68 0.08 0.148
H 0.97 -1.54 0.55 0.070
H 2.70 -1.63 0.74 0.070
H 1.89 -1.88 -0.78 0.071
H 3.08 0.49 -0.52 0.104
H 1.97 0.85 0.79 0.108
H 1.03 0.43 -2.11 0.115
H 1.23 1.88 -1.37 0.111
C 0.42 6.80 -5.19 -0.096
C 1.56 7.83 -5.64 -0.231
C 2.99 7.34 -5.59 -0.185
C 3.10 5.89 -5.59 -0.265
N 3.18 4.74 -5.63 0.146
H 0.59 6.58 -4.13 0.068
H 0.49 5.89 -5.77 0.059
H -0.59 7.19 -5.31 0.065
H 1.36 8.75 -5.08 0.099
H 1.19 8.16 -6.62 0.098
H 3.49 7.68 -4.69 0.123
H 3.60 7.53 -6.48 0.122
```

Results
multiplicity	1
LUMO level	0.118	eV